Molecular formula: BaClH16O12
Method: DFT, the ωB97M-V functional and the def2-TZVPD basis

```
30
Properties=species:S:1:pos:R:3:forces:R:3
Ba 0.025 -0.373 0.109 0.6 0.0 0.4
Cl 1.864 2.698 1.763 3.1 2.0 -1.0
O 3.295 2.260 1.386 -3.7 0.6 1.4
O 0.960 2.018 0.784 0.1 0.4 0.4
O 1.461 2.283 3.127 0.8 0.8 -2.2
O 1.794 4.202 1.532 -0.4 -4.0 1.0
O -2.611 -1.284 0.644 0.2 0.6 0.4
H -3.171 -0.466 0.712 0.4 -1.5 -0.6
H -2.921 -1.982 0.051 -0.6 0.7 0.2
O -1.120 -1.263 -2.204 -1.3 -0.6 -1.6
H -1.393 -2.195 -2.376 0.4 0.9 0.2
H -1.567 -0.764 -2.937 0.7 -0.6 1.0
O 0.007 -2.823 1.334 1.2 0.3 -0.9
H -0.754 -3.091 1.801 -1.4 -0.5 1.1
H 0.550 -3.607 1.208 0.1 0.0 0.0
O -2.074 1.422 0.221 -0.9 0.6 -1.1
H -2.346 1.696 -0.681 0.2 -0.7 0.4
H -2.021 2.303 0.594 0.4 0.3 0.9
O -0.226 1.403 -1.949 -0.3 -1.4 0.8
H 0.385 2.030 -1.609 1.2 1.0 1.0
H -0.514 1.808 -2.726 -0.9 0.9 -2.2
O 2.268 0.297 -1.418 -1.6 -0.8 0.5
H 3.159 0.549 -1.302 1.7 0.6 0.2
H 2.084 0.178 -2.341 0.1 0.1 -0.8
O 1.430 -2.660 -1.192 -1.0 -0.8 0.2
H 1.151 -3.435 -1.709 0.2 0.3 0.3
H 2.138 -2.284 -1.692 0.9 0.4 -0.5
O -0.492 0.286 2.629 -1.4 -0.6 -0.9
H 0.077 0.374 3.380 0.3 0.5 0.9
H -1.427 0.429 2.856 0.8 0.0 0.4
```
Positions in Å, forces in eV/Å.

- E_LUMO: -3.7 eV
- Net charge: +1
- E_HOMO: -11.90 eV
- Kohn-Sham gap: 8.24 eV
- ΔE to the lowest compared entry with this formula, charge and spin: 7.9 kJ/mol
- Max |F|: 4.13 eV/Å
- Calculated total energy: -1397.804986 Ha

Molecular formula: BaH14O7
Method: DFT, the ωB97M-V functional and the def2-TZVPD basis

```
22
Properties=species:S:1:pos:R:3:forces:R:3
Ba -11.984 -29.757 -1.985 -0.1 0.0 0.4
O -12.720 -31.726 -0.219 0.0 -0.2 0.3
H -13.585 -31.606 0.199 0.1 -0.1 -0.1
H -12.328 -32.481 0.247 -0.1 0.1 -0.1
O -10.995 -31.914 -3.407 -0.2 -0.3 0.3
H -11.419 -32.398 -4.131 0.1 0.1 0.1
H -10.610 -32.607 -2.847 0.1 0.0 -0.3
O -10.600 -28.807 -4.093 -0.1 0.5 -0.3
H -10.471 -29.167 -4.984 0.1 0.0 0.2
H -10.548 -27.844 -4.192 0.3 -0.2 -0.1
O -13.332 -29.722 -4.325 -0.4 0.1 -0.5
H -13.223 -28.944 -4.893 0.0 -0.2 0.0
H -13.947 -30.294 -4.813 0.1 0.1 0.1
O -10.079 -28.056 -0.961 0.4 0.1 -0.1
H -9.975 -27.118 -1.177 0.0 -0.1 0.2
H -9.201 -28.327 -0.648 -0.2 0.1 0.0
O -12.816 -28.665 0.472 0.0 -0.2 0.3
H -13.331 -27.971 0.909 0.1 -0.1 -0.2
H -12.380 -29.137 1.197 -0.1 0.2 0.0
O -14.705 -29.614 -1.749 -0.3 -0.2 -0.2
H -15.157 -29.402 -2.579 0.0 0.0 0.2
H -15.393 -29.990 -1.182 0.1 0.2 0.0
```
Positions in Å, forces in eV/Å.

- E_LUMO: -6.4 eV
- Net charge: +2
- E_HOMO: -18.73 eV
- Kohn-Sham gap: 12.36 eV
- ΔE to the lowest compared entry with this formula, charge and spin: 17.7 kJ/mol
- Max |F|: 0.70 eV/Å
- Calculated total energy: -560.172953 Ha

Molecular formula: BaH15O8
Method: DFT, the ωB97M-V functional and the def2-TZVPD basis

```
24
Properties=species:S:1:pos:R:3:forces:R:3
Ba -0.090 -0.176 0.160 -3.5 -6.4 8.4
O -0.966 -1.506 1.339 -5.3 -6.7 5.4
H -1.819 -1.557 0.866 0.1 -0.7 1.0
O 0.317 0.240 -1.702 4.2 3.2 -13.5
H -0.387 0.805 -2.020 -0.2 0.5 -0.7
H 1.060 0.439 -2.271 1.0 0.3 -1.6
O -1.580 1.063 0.558 -9.1 8.2 2.5
H -1.646 2.015 0.637 -0.7 1.1 0.1
H -2.427 0.738 0.865 -0.8 -0.1 0.5
O 0.571 -1.816 -0.701 4.3 -10.9 -6.0
H 0.126 -2.648 -0.540 -0.2 -0.9 0.6
H 1.203 -2.012 -1.393 0.8 -0.9 -1.0
O 1.903 -0.410 0.492 11.1 -1.2 1.2
H 2.542 -0.999 0.092 0.8 -0.5 0.1
H 2.425 0.173 1.043 0.6 0.2 0.6
O -1.594 -0.513 -1.138 -9.6 -2.0 -6.6
H -1.173 -1.211 -1.641 -0.2 -0.6 -0.4
H -2.251 -0.152 -1.733 -1.4 -0.1 -0.9
O 0.722 1.618 0.003 4.7 11.7 -0.5
H 1.483 1.636 -0.578 0.6 0.6 -0.3
H 0.799 2.417 0.524 0.5 1.5 0.4
O 0.387 0.522 2.023 2.5 4.1 9.5
H 0.219 1.400 2.367 0.1 0.5 0.9
H 0.178 -0.065 2.750 -0.3 -0.7 0.5
```
Positions in Å, forces in eV/Å.

- E_LUMO: -3.6 eV
- Net charge: +1
- E_HOMO: -8.63 eV
- Kohn-Sham gap: 5.06 eV
- ΔE to the lowest compared entry with this formula, charge and spin: 2553.2 kJ/mol
- Max |F|: 14.53 eV/Å
- Calculated total energy: -635.312003 Ha

Molecular formula: BeCl4
Method: DFT, the ωB97M-V functional and the def2-TZVPD basis

```
5
Properties=species:S:1:pos:R:3:forces:R:3
Be 9.223 -17.187 -4.423 0.8 -3.2 0.8
Cl 9.966 -15.976 -2.601 -0.6 0.0 -1.5
Cl 7.919 -17.727 -6.225 0.3 1.3 0.9
Cl 8.708 -19.048 -3.171 -0.9 0.7 0.3
Cl 10.920 -18.566 -5.100 0.4 1.3 -0.4
```
Positions in Å, forces in eV/Å.

- E_LUMO: 6.2 eV
- Net charge: -2
- E_HOMO: -0.54 eV
- Kohn-Sham gap: 6.76 eV
- ΔE to the lowest compared entry with this formula, charge and spin: 0.0 kJ/mol
- Max |F|: 3.40 eV/Å
- Calculated total energy: -1855.721818 Ha

Molecular formula: BeF
Method: DFT, the ωB97M-V functional and the def2-TZVPD basis

```
2
Properties=species:S:1:pos:R:3:forces:R:3
Be -0.762 0.380 -0.433 4.9 -2.4 2.8
F 0.762 -0.380 0.433 -4.9 2.4 -2.8
```
Positions in Å, forces in eV/Å.

- E_LUMO: -10.8 eV
- Net charge: +1
- E_HOMO: -18.93 eV
- Kohn-Sham gap: 8.12 eV
- Max |F|: 6.14 eV/Å
- Calculated total energy: -114.181909 Ha

Molecular formula: BeFH2O
Method: DFT, the ωB97M-V functional and the def2-TZVPD basis

```
5
Properties=species:S:1:pos:R:3:forces:R:3
H -0.872 0.062 -0.365 1.6 1.4 2.9
F 0.674 -0.814 -1.365 1.4 1.6 2.9
Be 1.015 -0.062 -0.063 0.2 -2.5 -4.3
O -0.247 0.492 0.450 -2.5 -0.7 -1.7
H -0.569 0.322 1.343 -0.7 0.1 0.3
```
Positions in Å, forces in eV/Å.

- E_LUMO: -7.2 eV
- Net charge: +1
- E_HOMO: -18.99 eV
- Kohn-Sham gap: 11.76 eV
- Max |F|: 4.94 eV/Å
- Calculated total energy: -190.808218 Ha

Molecular formula: BeH10O5
Method: DFT, the ωB97M-V functional and the def2-TZVPD basis

```
16
Properties=species:S:1:pos:R:3:forces:R:3
Be -0.247 -0.590 -0.103 -0.4 0.5 0.3
O -1.225 -1.951 0.072 0.7 1.4 -0.2
H -1.524 -2.390 0.843 -0.3 -0.1 2.4
H -1.481 -2.614 -0.537 -0.2 -0.9 -2.3
O -1.315 0.791 -0.041 1.0 -1.2 -0.1
H -1.244 1.738 0.062 0.5 0.7 -0.2
H -2.216 0.582 0.123 -1.7 -0.3 0.2
O 0.480 -0.470 -1.506 1.6 -0.2 -1.0
H 1.434 -0.370 -1.742 -0.4 -0.5 1.0
H 0.105 -0.068 -2.284 -1.2 0.4 -0.6
O 0.778 -0.484 1.122 -0.2 -3.1 -0.4
H 0.879 0.349 1.474 0.5 3.6 0.9
H 1.250 -1.051 1.742 0.0 -0.8 -0.2
O 1.255 1.914 0.043 0.4 -2.0 -1.7
H 0.900 2.449 0.691 -1.2 2.3 2.2
H 2.171 2.164 0.040 0.9 0.2 -0.3
```
Positions in Å, forces in eV/Å.

- E_LUMO: -7.5 eV
- Net charge: +2
- E_HOMO: -20.25 eV
- Kohn-Sham gap: 12.72 eV
- ΔE to the lowest compared entry with this formula, charge and spin: 43.3 kJ/mol
- Max |F|: 3.79 eV/Å
- Calculated total energy: -396.449920 Ha

Molecular formula: BeH14O15S2Tl2
Method: DFT, the ωB97M-V functional and the def2-TZVPD basis

```
34
Properties=species:S:1:pos:R:3:forces:R:3
Be 0.989 1.271 2.222 0.6 -5.9 -2.0
Tl 2.629 3.351 -0.438 0.7 0.6 -0.8
Tl -3.580 1.204 0.669 -0.3 -0.9 0.1
S -0.173 3.347 1.885 -1.4 2.0 -0.9
O -0.477 4.280 2.968 -0.2 -0.5 -0.6
O 1.137 2.653 2.150 0.3 2.4 0.7
O -1.216 2.296 1.815 0.1 1.2 1.1
O -0.107 4.079 0.616 0.0 -0.5 1.1
S -0.008 0.193 -0.103 -2.0 1.0 -0.5
O 1.151 1.031 0.123 1.1 0.4 -0.8
O -1.075 0.858 -0.911 1.2 -0.9 0.4
O 0.211 -1.142 -0.767 0.6 1.2 0.9
O -0.531 0.022 1.268 0.1 -0.9 1.0
O 0.768 2.722 -2.606 -0.1 -0.7 0.0
H -0.186 2.551 -2.534 0.2 0.3 -0.1
H 0.999 2.473 -3.520 0.0 0.4 0.2
O 3.342 -1.685 -0.718 -0.7 -0.1 -0.3
H 2.381 -1.520 -0.697 0.3 -0.3 -0.2
H 3.465 -2.439 -1.335 0.3 0.3 0.3
O -3.080 -1.317 -0.641 0.4 -0.1 0.3
H -2.979 -2.266 -0.414 -0.5 0.4 0.0
H -2.255 -1.080 -1.083 -0.2 0.0 -0.3
O -3.596 -1.116 2.284 0.0 -0.1 -0.3
H -4.204 -1.647 2.839 0.0 0.4 -0.1
H -2.741 -1.564 2.353 -0.1 0.1 0.2
O -0.400 -3.575 0.065 0.6 0.7 -0.1
H 0.288 -4.055 -0.450 -0.4 -0.1 0.2
H -0.201 -2.602 -0.017 -0.3 -1.1 -0.3
O 2.322 -0.606 1.728 -0.9 0.5 0.6
H 2.077 -1.545 1.779 0.3 0.2 0.5
H 3.002 -0.543 1.045 0.4 0.0 0.2
O 0.913 -1.491 -3.339 0.0 0.4 0.8
H 0.519 -1.454 -2.428 -0.1 -0.2 -1.0
H 0.615 -0.684 -3.810 0.1 -0.4 -0.2
```
Positions in Å, forces in eV/Å.

- E_LUMO: -20.8 eV
- Net charge: +4
- E_HOMO: -23.67 eV
- Kohn-Sham gap: 2.92 eV
- ΔE to the lowest compared entry with this formula, charge and spin: 0.0 kJ/mol
- Max |F|: 6.27 eV/Å
- Calculated total energy: -2291.000335 Ha

Which value of net charge does entry 5 give?
+1

Look up the calculated total energy of the eighth one.
-2291.000335 Ha

Among the records above, which one has the lowest max |F|?
BaH14O7